1.
Below is a structure of composition C25H50AuN3O9S2Se2Si, with properties calculated with ωB97M-V/def2-TZVPD.

Structure (XYZ):
```
93
C25H50AuN3O9S2Se2Si | OMol25 | ωB97M-V/def2-TZVPD
N -2.386 -0.230 -5.290
H -7.708 6.662 -3.450
H -1.319 -3.875 4.307
H 3.489 6.238 0.031
H 0.778 -5.599 3.126
H 1.240 -2.491 4.566
C -2.017 -3.201 4.803
O 0.033 -3.305 2.225
H -3.505 -2.050 1.902
H -4.258 -1.607 4.944
C 0.959 0.261 4.703
H -6.802 4.361 -3.824
H 3.695 0.323 4.225
H -2.831 -0.601 5.271
Si -0.243 -1.706 2.200
H 4.819 5.144 -0.405
H 2.422 -2.914 1.083
C 3.921 5.245 0.216
H -2.858 -3.777 5.194
C 1.676 4.401 0.698
H 1.931 5.344 -1.755
C 2.643 4.517 -1.712
C -1.439 3.526 -2.207
C -6.718 6.538 -3.886
H 3.614 -0.380 2.592
H 1.236 -2.961 -0.226
H -5.919 5.096 -2.451
H -0.829 -4.368 -0.009
H -6.071 7.335 -3.523
C -1.070 0.097 -3.199
C 3.566 2.827 0.004
C 1.490 -5.166 2.422
O 4.245 5.082 1.584
H 2.792 1.156 2.944
O -3.555 5.671 -3.712
H -1.504 -2.719 5.637
H -1.882 4.294 -2.832
H -2.303 3.737 -4.900
H -0.411 3.781 -1.990
H 2.797 2.873 -2.769
H 2.763 -2.501 3.657
N -2.121 1.883 -3.970
C -2.889 2.825 -4.783
Se 0.250 3.069 1.073
C -3.235 -2.804 2.643
H 0.258 -5.772 -0.011
O 2.103 3.492 -2.522
C 2.891 4.179 -0.223
C -2.499 -2.148 3.807
C 1.790 -0.573 3.730
H -1.970 3.491 -1.256
H -6.796 6.622 -4.969
C -1.448 2.189 -2.834
H 1.133 5.289 0.372
H -0.941 -5.583 1.281
O -1.360 -1.425 3.334
O 1.061 -0.773 2.505
C 3.059 0.179 3.350
H 2.071 4.584 1.694
H 3.587 2.610 1.072
O -3.216 0.272 -6.041
O -4.793 5.180 -5.789
H 2.703 -1.778 5.276
O -1.974 -1.371 -5.389
H 4.966 5.675 1.807
C 2.147 -1.923 4.349
C 0.760 -4.254 1.440
H 3.586 4.869 -2.150
H -2.593 -3.543 2.162
H -3.735 -0.385 3.765
H 0.071 -0.288 5.009
S -0.900 -1.054 0.256
N -0.802 1.119 -2.365
H 2.360 -4.316 -0.007
C -6.150 5.178 -3.512
H 2.231 -4.595 2.982
Au 0.483 0.833 -0.218
C 1.758 -3.568 0.512
C -4.254 3.160 -4.166
C -3.392 -1.120 4.494
H 1.554 0.513 5.582
C -0.255 -5.048 0.623
H 0.640 1.181 4.210
H -0.694 -0.898 -3.025
H -5.070 2.632 -4.657
S -4.593 4.930 -4.387
H -4.272 2.968 -3.093
C -1.880 0.536 -4.211
H -3.031 2.380 -5.757
H -4.141 -3.297 2.997
H 1.992 -5.972 1.887
Se 2.875 1.197 -0.857
H 4.598 2.872 -0.349
```

Results
* orbital gap (spin up / spin down): 7.04 / 5.05 eV
* multiplicity: 3
* charge: 0



2.
Below is a cluster of 5 separate species, C25H50BINO14 in total, with properties calculated with ωB97M-V/def2-TZVPD.

Structure (XYZ):
```
92
C25H50BINO14 | OMol25 | ωB97M-V/def2-TZVPD
H 6.302 1.133 -2.559
H 2.140 -4.807 -0.897
H 5.596 -0.147 -1.591
H -1.331 -0.991 -0.044
C -4.567 6.466 3.239
O -1.264 -2.511 -7.147
H 4.973 3.445 -2.452
H -6.572 -0.285 10.187
C 1.315 1.028 -2.613
I -2.723 -0.486 2.188
C -5.680 -0.023 9.624
H -3.871 3.288 6.562
H 3.309 3.082 -2.988
C 2.030 -4.288 0.054
C -1.040 0.871 -6.374
H 1.863 -3.232 -0.135
C 1.735 -0.377 -3.063
H -5.146 7.213 3.775
N 3.388 0.974 -1.219
H 0.251 1.026 -2.394
O -4.202 5.470 4.194
H 2.407 0.184 -5.064
C 3.727 -2.657 -3.583
H -3.052 3.756 8.077
H -1.440 2.791 3.896
O -3.808 1.208 8.232
C -0.285 -7.733 2.139
O -1.158 -0.709 -8.510
H -4.802 -0.178 10.248
C 2.027 1.536 -1.355
O -1.133 -0.551 -6.253
H 3.482 -1.930 -5.592
O -3.136 4.364 2.532
O -5.023 3.113 8.294
C 2.718 -0.423 -4.216
C -4.781 1.835 8.562
H -1.384 -4.366 -7.949
H -4.309 4.789 7.377
C -3.993 3.761 7.528
O 1.822 -6.829 0.821
H 3.053 -3.264 -2.993
H 2.932 -4.403 0.651
O 1.981 1.735 0.911
H -1.911 1.271 -6.890
H -3.681 6.933 2.813
C -2.411 2.476 4.273
H -1.236 -7.842 2.654
H 4.487 -3.286 -4.021
H 3.255 3.534 0.516
H -5.178 6.034 2.449
C 5.705 0.927 -1.673
O -5.812 1.353 9.270
C -1.321 -3.341 -8.305
C 2.941 -1.873 -4.655
O 1.885 2.893 -1.165
H -1.003 1.275 -5.367
C 0.221 -0.624 1.428
H 4.176 -1.959 -2.883
H 2.126 -0.981 -2.257
H 2.144 -0.867 0.425
H -2.202 -3.112 -8.901
H -1.070 -2.322 1.110
C -3.473 4.467 3.678
O -0.195 -6.368 1.736
H -0.421 -3.224 -8.907
H -5.621 -0.646 8.734
C 4.288 2.681 -2.800
H -0.268 -8.393 1.273
H 1.434 1.740 -3.425
H 0.701 -1.258 2.160
H 3.699 -0.061 -3.923
O 0.885 -4.771 0.766
C 1.177 -0.432 0.212
H 4.698 2.338 -3.751
O -3.199 3.613 4.668
C -1.182 -1.204 -7.411
C 0.929 -6.062 1.080
H 0.697 -0.936 -0.622
H -0.002 0.356 1.822
H -0.129 1.153 -6.898
C -1.097 -1.252 0.973
B 2.111 3.112 0.308
H 1.338 3.912 0.833
H 1.955 -2.326 -4.731
H 0.525 -7.988 2.820
H -2.270 1.874 5.168
H 0.258 1.460 -0.089
H 6.170 1.293 -0.766
C 1.279 1.041 -0.074
H 0.836 -0.886 -3.416
C 4.330 1.521 -1.855
H -2.922 1.881 3.518
```

Results
* orbital gap: 6.13 eV
* charge: -1



3.
Below is a cluster of 7 separate species, C25H50Cl2O12S6 in total, with properties calculated with ωB97M-V/def2-TZVPD.

Structure (XYZ):
```
95
C25H50Cl2O12S6 | OMol25 | ωB97M-V/def2-TZVPD
C 1.699 -0.638 -5.710
O 0.048 -0.749 -7.767
C -2.187 -3.282 5.284
H 0.287 -2.840 0.323
C -0.535 -3.508 3.410
C -0.746 -3.721 4.964
H 6.590 2.992 0.101
O 4.513 3.974 2.619
O -3.520 -5.290 4.015
O 2.126 -2.082 -7.879
Cl -2.098 -6.856 -0.179
H -0.339 -1.417 1.196
H 0.276 -4.067 2.940
H 4.980 0.808 2.811
C -0.372 5.914 0.182
C -0.795 4.371 -1.644
H -2.010 -6.445 -2.480
S -3.135 -3.921 3.870
H -5.132 -0.522 2.135
H -2.345 -2.185 5.297
H -4.840 1.862 0.970
C -1.797 -5.845 -1.609
H -0.068 -3.184 5.638
H 4.016 0.099 0.246
H 1.763 5.283 0.340
C -4.446 2.161 1.935
H -0.376 6.145 1.240
H 1.547 6.635 -0.663
C -0.810 -1.401 -0.879
O -4.200 -2.968 3.579
H 5.753 0.349 0.446
C -5.119 1.429 3.033
C 1.506 -1.091 -0.114
H 3.494 1.482 2.253
H -0.998 3.363 -1.964
H 0.889 0.094 -5.470
C -1.827 -3.867 2.731
H 2.618 -2.339 -4.593
C 1.226 0.338 -0.517
S 1.059 -1.529 -7.108
O -2.187 -0.078 3.877
H -4.610 3.238 1.986
Cl -0.096 -5.379 -1.731
H 0.849 -3.752 -6.540
O -0.225 0.229 -2.882
H 1.667 -1.228 -3.650
H 5.035 1.958 -1.400
C -4.633 -0.069 3.003
H -2.064 -3.229 1.857
H -2.209 4.651 -0.009
H -6.216 1.475 2.897
C 0.456 -2.526 -4.716
O -1.251 1.221 -0.877
H -1.897 -1.434 -0.761
H 5.334 4.239 0.045
S 5.388 2.931 2.067
C 4.539 1.372 1.982
H 1.869 0.970 -1.098
H -2.685 -3.724 6.158
H -4.716 -0.705 3.910
H -0.365 -1.846 -4.417
C 0.243 -2.869 -6.225
C 1.058 5.733 -0.376
O 1.622 3.437 -1.218
O -2.500 -0.841 1.588
H 3.606 2.409 -0.386
O 6.669 2.771 2.689
C -1.140 4.663 -0.172
H -2.356 1.779 1.144
C 0.144 -1.753 0.237
S -2.916 0.035 2.666
C 4.650 2.054 -0.361
H 0.405 -3.428 -4.127
H -0.783 -2.915 -6.561
H -4.880 1.882 3.994
C 4.769 0.830 0.570
H -0.675 -4.784 5.224
H -2.446 -4.944 -1.560
H 2.093 -1.114 0.796
S -0.339 0.237 -1.431
C 1.720 -1.739 -4.614
H -0.765 3.774 0.360
H 2.012 -1.583 -0.918
C -2.957 1.770 2.042
H -2.581 2.370 2.864
H 0.977 1.001 0.339
O 1.315 5.139 -2.986
H 2.620 -0.181 -6.000
S 0.959 4.618 -1.694
H -1.184 5.149 -2.322
H -0.898 6.724 -0.372
H -0.545 -2.013 -1.742
H -0.327 -2.433 3.336
C 5.547 3.194 0.306
H -1.794 -4.839 2.231
```

Results
* SMILES string: O=S1(=O)CCCC1.O=S1(=O)CCCC1.O=S1(=O)CCCC1.O=S1(=O)CCCC1.O=S1(=O)CCCC1.O=S1(=O)CCCC1.ClCCl
* orbital gap: 10.13 eV
* charge: 0



4.
Below is a structure of composition C25H50Cl2P2Ti, with properties calculated with ωB97M-V/def2-TZVPD.

Structure (XYZ):
```
80
C25H50Cl2P2Ti | OMol25 | ωB97M-V/def2-TZVPD
H -3.235 1.679 -2.570
H -0.205 -2.745 -1.902
H -1.945 3.114 2.427
H -5.429 -0.964 3.871
C 3.182 -2.147 1.819
C -4.640 -0.808 3.147
Cl 0.728 -0.078 -2.727
C -1.391 -2.941 -0.150
H -1.953 0.487 -2.416
C -2.100 3.858 -1.950
H -0.041 4.282 2.614
H -1.635 -3.766 0.513
Ti 0.670 0.109 -0.283
H 0.787 -4.905 -1.926
C 2.693 -2.550 -1.557
C -0.091 -3.186 -0.909
H -0.984 4.318 0.284
H -2.726 1.141 -0.976
H -0.794 -5.186 -1.229
H -5.979 -0.229 1.576
H -1.306 -1.013 2.922
H 1.159 4.481 1.353
C 3.706 -1.431 -1.758
H -1.670 1.648 1.490
H 0.796 5.285 -1.051
H 3.313 -0.651 -2.399
C -4.946 -0.393 1.855
H 1.527 2.646 -2.381
H -2.751 2.893 0.884
H 2.149 5.147 -2.156
H -1.360 -2.029 0.438
C -3.315 -1.028 3.503
C -2.370 1.384 -1.974
Cl 0.622 0.291 2.030
C -1.409 -0.113 0.166
P 1.352 -2.166 -0.282
H 4.598 -1.839 -2.236
C 3.430 -3.868 -1.332
H 2.377 -3.926 0.966
H 2.115 -2.625 -2.479
C 1.436 3.244 -1.471
C -2.292 -0.822 2.574
H 3.070 4.063 -0.288
H 4.208 -3.767 -0.580
C -1.360 2.524 -1.967
H 0.328 -4.048 2.125
H -2.210 -2.847 -0.864
C 2.004 -2.951 1.280
H 0.533 4.788 -2.724
C 0.949 -3.188 2.352
H 4.016 -0.980 -0.818
H 3.442 -2.509 2.815
H 2.934 -1.094 1.897
H -2.864 3.882 -1.176
H 2.207 0.512 -0.646
H -1.339 0.714 0.026
H -0.792 2.450 -2.895
H 2.787 -4.690 -1.036
C 0.157 -4.677 -1.071
H 2.687 2.390 0.102
H -3.074 -1.358 4.506
H -1.457 4.720 -1.809
P -0.003 2.355 -0.662
H 0.969 2.922 2.153
H -1.730 -0.606 -0.769
H 3.921 -4.161 -2.261
H 3.530 2.780 -1.389
C -2.564 -0.382 1.256
C -1.821 2.719 1.418
H -2.612 3.990 -2.904
H 1.446 -3.389 3.302
C 2.748 3.114 -0.706
H 0.610 -5.116 -0.182
C -3.928 -0.188 0.919
C 1.199 4.692 -1.872
H -4.244 0.117 -0.063
C 0.437 3.785 1.769
H 0.308 -2.325 2.493
C -0.629 3.399 0.752
H 4.069 -2.239 1.198
```

Results
* orbital gap (spin up / spin down): 6.16 / 6.28 eV
* multiplicity: 2
* charge: -1



5.
Below is a structure of composition C25H51As2N2OsSb, with properties calculated with ωB97M-V/def2-TZVPD.

Structure (XYZ):
```
82
C25H51As2N2OsSb | OMol25 | ωB97M-V/def2-TZVPD
C -1.248 4.996 0.020
C 1.341 4.005 0.765
H -2.312 4.855 0.208
H -2.465 3.640 -1.589
H 3.456 1.146 -1.972
C 0.421 -2.047 3.650
Os 0.482 0.161 0.382
N 0.804 1.856 -0.369
H 0.738 -3.035 3.326
C 2.972 -1.743 2.026
H 1.881 -2.736 -2.180
H -0.446 3.834 -3.118
As 2.437 -0.804 -0.667
H -4.616 -0.717 -1.484
C -1.781 -0.978 -3.542
H 3.757 1.335 -0.201
C -2.454 -4.070 -0.540
C 4.457 -2.591 0.296
H 3.454 -2.341 4.045
H 0.763 -1.861 4.667
H -2.210 -0.541 -4.447
H -0.895 -3.293 -1.840
H -2.716 -4.091 0.520
C -4.139 -0.676 1.325
H 1.089 3.970 1.830
As 1.393 -0.764 2.555
H -2.585 0.596 -2.287
H -0.107 2.118 -2.828
H -0.661 -1.960 3.626
Sb -1.634 -1.178 -0.515
H 1.781 1.936 -0.641
C -4.034 -1.008 -2.358
H -1.849 -2.061 -3.660
C 3.717 -2.394 2.995
H -4.505 -1.653 1.010
H 4.760 -2.679 -0.740
H -4.073 -2.091 -2.480
H 5.422 -3.645 3.371
H -1.938 2.043 -1.095
H -0.988 0.927 1.664
H -2.290 -5.104 -0.856
H 2.695 1.240 3.342
C 2.264 -1.732 -2.346
H 3.251 -1.798 -2.803
C 3.692 0.638 -1.036
H 1.004 1.326 3.924
H -2.438 1.172 2.580
H -1.434 7.001 -0.679
H -1.492 5.825 -1.981
H 1.604 -1.174 -3.007
C -0.884 2.878 -2.827
H 1.339 5.047 0.453
C -1.160 -3.293 -0.780
H -0.261 -3.837 1.126
H -4.590 0.090 0.693
C 1.861 0.677 3.756
H -4.534 -0.581 -3.232
H -2.202 -1.267 2.066
H -3.306 -3.697 -1.107
H 0.200 -4.844 -0.236
C -0.005 -3.813 0.064
H 2.352 3.613 0.656
H 0.919 -3.250 -0.069
H -0.730 -0.685 -3.503
H -0.773 5.230 0.967
C 5.198 -3.241 1.281
C -1.006 6.064 -1.035
C -2.595 -0.489 -2.350
H -1.618 2.622 -3.593
H -4.494 -0.511 2.346
N -0.757 3.645 -0.428
H 6.066 -3.825 1.004
H 0.057 6.228 -1.214
C -1.593 2.999 -1.485
C 4.834 -3.140 2.616
H 4.669 0.165 -1.145
C -2.615 -0.588 1.319
C 3.344 -1.849 0.665
H 2.167 0.231 4.702
H -2.470 1.550 0.860
C -2.111 0.829 1.594
C 0.373 3.188 -0.029
```

Results
* relative energy (zero: lowest compared OMol25 entry of this formula, charge and spin): 9.8 kcal per mole
* orbital gap: 5.85 eV
* charge: +4